Below is a cluster of 9 separate species, C36H53F15N4O10 in total in a non-equilibrium geometry, with properties calculated with ωB97M-V with the def2-TZVPD basis set.

ORCA input file:
```
! RIJCOSX wB97M-V def2-TZVPD def2/J DEFGRID3
* xyz 0 1
C -7.908 3.964 5.240
C -6.654 4.807 5.167
O -5.518 3.902 4.943
C -4.372 4.516 4.634
O -4.163 5.663 4.464
C -3.202 3.479 4.325
F -2.399 3.573 5.404
F -3.589 2.218 4.211
F -2.533 3.869 3.281
H -8.721 4.587 5.586
H -7.764 3.182 5.981
H -8.102 3.511 4.272
H -6.555 5.393 6.066
H -6.740 5.536 4.345
C 1.071 3.784 -3.262
C 0.790 2.840 -4.371
O 1.166 3.397 -5.647
C 2.375 3.114 -6.088
O 3.181 2.464 -5.551
C 2.571 3.726 -7.534
F 1.496 4.323 -7.988
F 3.572 4.634 -7.499
F 2.915 2.736 -8.325
H 0.522 4.720 -3.309
H 2.109 4.090 -3.240
H 0.755 3.218 -2.402
H -0.259 2.621 -4.433
H 1.364 1.919 -4.245
C 5.154 -3.064 1.199
C 4.156 -2.019 0.708
O 4.153 -0.918 1.605
C 3.176 -0.984 2.517
O 2.364 -1.833 2.657
C 3.278 0.121 3.621
F 4.097 1.090 3.269
F 2.084 0.573 3.942
F 3.742 -0.542 4.707
H 5.227 -3.966 0.589
H 4.904 -3.368 2.217
H 6.154 -2.642 1.184
H 3.134 -2.401 0.687
H 4.439 -1.587 -0.245
C -1.397 -3.278 2.587
C -2.479 -3.342 1.537
O -3.689 -3.883 2.148
C -3.788 -5.214 2.239
O -3.025 -6.016 1.907
C -5.190 -5.679 2.824
F -5.849 -4.623 3.335
F -5.939 -6.108 1.811
F -5.085 -6.605 3.693
H -1.352 -4.286 2.963
H -1.649 -2.559 3.355
H -0.464 -2.898 2.175
H -2.138 -3.898 0.677
H -2.746 -2.359 1.205
C 3.013 0.092 -2.108
C 2.949 -0.829 -3.291
O 3.941 -0.354 -4.235
C 4.039 -1.045 -5.400
O 3.444 -2.025 -5.645
C 5.040 -0.422 -6.413
F 4.477 -0.333 -7.578
F 5.473 0.745 -5.992
F 6.092 -1.260 -6.554
H 2.317 -0.316 -1.376
H 2.719 1.096 -2.402
H 3.954 0.189 -1.603
H 1.944 -0.793 -3.730
H 3.137 -1.877 -3.111
C -0.286 -3.864 -4.795
C 1.129 -4.185 -4.341
C 1.191 -4.887 -2.942
C 0.797 -3.971 -1.847
N 0.473 -3.262 -0.994
H -0.254 -3.364 -5.768
H -0.860 -3.231 -4.130
H -0.884 -4.768 -4.908
H 1.836 -3.376 -4.314
H 1.565 -4.871 -5.064
H 2.167 -5.283 -2.707
H 0.521 -5.758 -2.815
C 6.592 3.224 2.029
C 6.390 2.285 0.859
C 5.510 2.862 -0.245
C 4.143 2.898 0.225
N 3.107 3.025 0.697
H 7.062 4.125 1.600
H 7.288 2.800 2.758
H 5.657 3.520 2.475
H 6.000 1.341 1.233
H 7.371 2.084 0.459
H 5.464 2.275 -1.177
H 5.974 3.775 -0.581
C -7.920 0.240 2.236
C -7.420 -1.165 2.704
C -6.077 -1.173 3.448
C -4.989 -0.710 2.498
N -4.303 -0.389 1.623
H -7.205 0.603 1.489
H -8.051 0.976 3.010
H -8.842 0.193 1.676
H -7.230 -1.836 1.843
H -8.148 -1.614 3.391
H -5.846 -2.191 3.765
H -6.059 -0.508 4.310
C -0.122 1.805 1.362
C -0.005 0.264 1.131
C -1.038 -0.284 0.128
C -0.773 0.332 -1.187
N -0.471 0.808 -2.201
H -0.012 2.299 0.382
H 0.693 2.186 1.964
H -1.102 2.114 1.736
H -0.213 -0.283 2.076
H 0.950 -0.033 0.712
H -2.059 -0.028 0.416
H -0.930 -1.369 0.081
*
```

Its orbital gap is 11.4 eV. The highest occupied orbital energy is -11.002 eV. As for the LUMO energy: 0.39 eV. As for the energy above the lowest of the compared OMol25 structures with the same formula, charge and spin: 0.000 eV.

Below is a structure of composition C62H44CsN13O2S3Sb, with properties calculated with ωB97M-V with the def2-TZVPD basis set.

ORCA input file:
```
! RIJCOSX wB97M-V def2-TZVPD def2/J DEFGRID3
* xyz -1 1
Cs -0.522 0.629 0.284
O -6.134 -0.905 -5.303
N -5.246 -0.121 -5.592
O -5.286 0.625 -6.548
C -4.047 -0.103 -4.766
C -2.899 0.175 -5.408
C -1.655 0.140 -4.722
C -0.442 0.394 -5.386
C 0.724 0.351 -4.676
C 0.660 0.069 -3.303
N -0.457 -0.197 -2.663
C -1.611 -0.164 -3.351
C -2.857 -0.439 -2.654
N -2.788 -0.697 -1.339
C -3.900 -0.885 -0.669
C -5.165 -0.834 -1.260
C -5.260 -0.595 -2.604
C -4.086 -0.402 -3.355
H -2.925 0.411 -6.463
H -0.453 0.623 -6.445
H 1.683 0.544 -5.137
H 1.571 0.065 -2.714
H -3.800 -1.070 0.397
H -6.054 -0.971 -0.658
H -6.223 -0.553 -3.082
C -5.237 5.060 -1.493
C -4.104 5.787 -1.151
C -2.863 5.184 -0.982
C -2.708 3.783 -1.127
C -3.877 3.067 -1.516
C -5.095 3.684 -1.692
N -1.600 3.035 -0.924
N -0.497 3.819 -0.480
C 0.562 3.982 -1.341
C 0.482 3.481 -2.662
C 1.558 3.678 -3.498
C 2.687 4.348 -3.034
C 2.670 4.786 -1.722
N 1.651 4.608 -0.889
H -6.194 5.548 -1.621
H -4.176 6.860 -1.011
H -2.013 5.809 -0.743
H -3.781 1.994 -1.648
H -5.955 3.087 -1.978
H -0.424 2.988 -2.983
H 1.513 3.319 -4.521
H 3.547 4.527 -3.666
H 3.526 5.306 -1.305
N -4.047 -1.239 3.284
C -3.147 -2.238 3.594
C -3.291 -3.570 3.968
C -2.124 -4.287 4.178
C -0.860 -3.697 4.030
C -0.724 -2.374 3.656
C -1.886 -1.643 3.418
N -2.030 -0.338 2.991
C -3.313 -0.126 2.934
C -3.917 1.134 2.518
C -5.250 1.415 2.439
S -5.466 3.006 1.860
C -3.753 3.202 1.814
N -3.078 2.160 2.169
H -5.047 -1.284 3.369
H -4.263 -4.029 4.096
H -2.192 -5.326 4.476
H 0.025 -4.293 4.212
H 0.244 -1.907 3.523
H -6.088 0.780 2.675
H -3.300 4.127 1.486
S 1.458 2.440 1.929
C 0.607 3.874 2.144
S -0.540 4.625 1.010
C 0.738 4.633 3.309
C 0.016 5.843 3.522
N -0.566 6.824 3.698
C 1.584 4.217 4.377
N 2.244 3.909 5.271
N -1.082 -4.694 0.395
C -1.204 -3.348 0.625
N -0.327 -2.636 -0.012
C 0.434 -3.553 -0.721
C 1.526 -3.338 -1.555
C 2.152 -4.444 -2.097
C 1.699 -5.744 -1.826
C 0.606 -5.975 -1.010
C -0.017 -4.858 -0.465
H -1.635 -5.409 0.832
H -1.967 -2.964 1.284
H 1.873 -2.333 -1.752
H 3.013 -4.309 -2.740
H 2.218 -6.586 -2.266
H 0.262 -6.981 -0.804
C 4.849 0.076 -2.800
C 4.136 1.040 -2.101
C 3.553 0.724 -0.878
C 3.699 -0.555 -0.335
C 4.431 -1.510 -1.040
C 4.995 -1.201 -2.270
Sb 2.699 -0.959 1.513
C 4.055 0.036 2.826
C 4.035 -0.324 4.172
C 4.778 0.386 5.103
C 5.545 1.470 4.697
C 5.575 1.830 3.359
C 4.833 1.116 2.426
C 3.437 -2.937 1.921
C 4.777 -3.223 2.175
C 5.185 -4.527 2.423
C 4.257 -5.561 2.424
C 2.918 -5.288 2.184
C 2.513 -3.982 1.938
H 5.298 0.320 -3.756
H 4.016 2.039 -2.498
H 2.989 1.489 -0.347
H 4.552 -2.506 -0.626
H 5.558 -1.952 -2.812
H 3.426 -1.160 4.503
H 4.739 0.110 6.149
H 6.098 2.045 5.427
H 6.158 2.684 3.040
H 4.848 1.425 1.387
H 5.505 -2.419 2.186
H 6.230 -4.738 2.618
H 4.578 -6.577 2.617
H 2.189 -6.090 2.184
H 1.463 -3.772 1.757
*
```

Its orbital gap is 4.6 eV. The highest occupied orbital energy is -3.946 eV. As for the LUMO energy: 0.68 eV. As for the energy above the lowest of the compared OMol25 structures with the same formula, charge and spin: 1.125 eV.

> Number 2 is which compound?

C62H44CsN13O2S3Sb

> Which formula does entry 1 have?

C36H53F15N4O10